A cluster of 2 separate species, C10H13NO in total, computed with wB97M-V/def2-TZVPD.

XYZ file:
```
25
Properties=species:S:1:pos:R:3:forces:R:3
C -2.56123 -2.08876 -1.48394 -1.35 -0.75 0.53
C -1.16572 -2.33764 -1.95151 1.34 1.71 -0.71
C -0.43024 -1.03310 -1.58681 0.30 -2.05 0.36
C 0.19979 -0.19543 -2.45160 0.00 -0.44 0.98
N 0.90111 0.71532 -1.69464 0.73 1.40 -1.06
C 0.71866 0.50887 -0.34764 -0.08 -0.90 -0.86
C 1.30286 1.19184 0.68758 -0.31 0.65 2.14
C 0.93955 0.77282 1.99204 -0.82 -1.35 -0.47
C 0.15300 -0.43124 2.14435 0.01 1.19 -0.01
C -0.34088 -1.14646 1.05568 -0.46 -0.15 1.32
C -0.11421 -0.64353 -0.19810 0.81 0.95 -2.66
H -3.28820 -2.80625 -1.90028 0.15 0.20 0.25
H -2.88150 -1.06788 -1.75198 0.09 -0.48 0.11
H -2.56531 -2.18157 -0.38486 -0.36 0.17 -0.39
H -0.63495 -3.20595 -1.51589 -0.53 0.35 -0.06
H -1.11682 -2.43149 -3.05344 -0.05 -0.12 0.45
H 0.29271 -0.24050 -3.53669 -0.14 0.11 0.46
H 1.42112 1.47872 -2.13434 -0.38 -0.49 0.70
H 1.90946 2.08619 0.49323 -0.22 -0.43 0.22
H 1.13903 1.29480 2.93720 0.39 0.04 -0.78
H -0.22918 -0.69856 3.13838 0.57 0.04 -0.35
H -0.96848 -2.02864 1.23866 0.33 0.37 -0.18
O 2.15498 4.60300 3.60373 0.87 0.68 -0.53
H 2.61966 5.37676 3.99569 -0.48 -0.83 -0.45
H 2.54478 4.50868 2.70516 -0.40 0.14 0.98
```
Forces are in eV/Å.

SMILES: CCc1c[nH]c2ccccc12.O
HOMO energy: -7.74 eV
Energy relative to the best compared isomer or geometry (same formula, charge and spin): 25.9 kJ/mol
Frontier orbital gap: 8.5 eV
LUMO: 0.026 Eh

---

The molecule C3H7N3O, computed with wB97M-V/def2-TZVPD.

XYZ file:
```
14
Properties=species:S:1:pos:R:3:forces:R:3
C -1.26517 1.92188 -0.62736 0.13 -0.12 0.27
N -0.59505 0.76669 -1.39285 0.09 -0.10 -0.29
C 0.53935 -0.01136 -0.81699 0.32 -0.05 -0.01
O 1.55266 -0.17024 -1.45208 -0.50 0.07 0.22
N 0.27020 -0.46089 0.43174 -0.03 0.07 -0.05
C 1.18042 -1.22436 1.16496 0.00 -0.08 0.14
N 0.87002 -1.62523 2.32289 0.17 0.09 -0.31
H -0.41350 2.48701 -0.22107 -0.12 -0.03 -0.03
H -1.77315 1.42655 0.21798 0.01 0.10 -0.12
H -0.22286 1.13455 -2.27062 -0.05 -0.02 0.10
H -1.34164 0.11959 -1.65357 0.09 0.06 0.03
H -0.55674 -0.10926 0.90447 0.08 -0.03 -0.06
H 2.11088 -1.40217 0.62138 -0.10 -0.02 0.10
H 1.63296 -2.16643 2.72370 -0.08 0.06 -0.01
```
Forces are in eV/Å.

HOMO energy: -7.26 eV
Energy relative to the best compared isomer or geometry (same formula, charge and spin): 329.8 kJ/mol
Frontier orbital gap: 7.7 eV
LUMO: 0.016 Eh

---

A cluster of 2 separate species, C6H14N2P in total, computed with wB97M-V/def2-TZVPD.

XYZ file:
```
23
Properties=species:S:1:pos:R:3:forces:R:3
C -4.36546 0.15604 -0.08932 1.42 0.47 0.97
C 1.00722 0.56142 -1.19936 0.38 -1.18 -1.97
C 1.54037 0.79038 1.07085 -1.63 -3.61 -2.15
C 0.85949 -1.03103 -1.11184 -0.34 3.07 2.50
C 1.23179 -0.74910 1.32407 2.13 1.85 0.86
C -0.64089 1.67130 0.18957 -0.33 1.08 -2.34
N 0.64498 1.19418 0.00219 1.03 0.68 0.91
N 1.50496 -1.58099 0.15399 1.15 -0.99 -2.45
P -2.91392 -0.60828 -0.15439 0.23 -0.24 -0.33
H -5.34802 -0.24685 -0.16831 -0.57 -0.23 -0.31
H -4.23103 1.15008 0.33560 -0.66 0.24 -0.30
H 2.03774 0.82900 -1.54121 -0.50 -0.22 0.58
H 0.36857 0.89702 -2.04793 0.18 -0.38 0.68
H 1.42771 1.33476 1.92295 -0.65 1.41 2.46
H 2.57539 0.81633 0.81675 0.82 0.51 -0.74
H -0.15514 -1.23848 -1.03697 -1.94 -0.42 0.23
H 1.22574 -1.46985 -1.94124 1.55 -1.67 -2.59
H 1.92555 -1.13229 2.02275 0.73 -0.20 1.25
H 0.28516 -0.88804 1.74747 -1.72 -0.37 -0.07
H -0.96076 1.96455 1.16158 0.09 0.10 0.62
H -0.93866 2.36665 -0.68185 0.04 -1.36 1.50
H 1.21655 -2.58228 0.34251 0.30 1.34 -0.41
H 2.54951 -1.62210 -0.11176 -1.72 0.12 1.11
```
Forces are in eV/Å.

HOMO energy (spin up / spin down): -10.36 / -10.62 eV
Energy relative to the best compared isomer or geometry (same formula, charge and spin): 426.1 kJ/mol
Total charge: +1
Frontier orbital gap (spin up / spin down): 6.9 / 7.1 eV
LUMO (spin up / spin down): -0.127 / -0.129 Eh

---

A structure of composition C40H34Br2O3P2S2Ta, computed with wB97M-V/def2-TZVPD.

XYZ file:
```
84
Properties=species:S:1:pos:R:3:forces:R:3
Ta 0.27592 0.03180 0.22421 -0.02 -0.79 0.15
S 0.94231 0.77525 -2.06034 -0.03 0.08 0.05
P 2.79406 0.59822 -1.19231 -0.05 -0.06 -0.41
C 2.34774 -0.41156 0.09436 -0.03 0.51 0.28
P 2.78919 -0.24680 1.72633 -0.01 -0.17 0.27
S 1.04170 0.48107 2.53761 -0.01 -0.06 0.10
C 4.20541 0.77710 2.11099 0.08 0.12 0.06
C 4.08580 2.01312 2.73320 0.01 0.04 -0.02
C 5.22678 2.75916 2.99786 -0.02 -0.02 -0.01
C 6.47403 2.27235 2.63922 0.02 -0.01 0.00
C 6.59363 1.03750 2.01125 -0.01 0.02 0.00
C 5.46175 0.28750 1.74645 0.01 -0.03 0.04
C 3.09963 -1.84735 2.47624 0.04 -0.12 0.03
C 3.40873 -2.93486 1.66720 -0.06 -0.06 -0.01
C 3.65345 -4.17660 2.23990 0.01 0.03 -0.02
C 3.58101 -4.32880 3.61558 -0.01 0.00 0.02
C 3.26493 -3.24306 4.42640 0.01 -0.03 -0.02
C 3.02536 -2.00357 3.86019 0.06 0.04 0.02
C 3.39931 2.23199 -0.74974 0.05 0.13 -0.01
C 4.75957 2.52574 -0.83122 0.02 0.01 0.01
C 5.22285 3.76747 -0.42164 -0.02 -0.02 0.01
C 4.33298 4.71574 0.06122 0.00 0.04 0.00
C 2.97727 4.42623 0.14428 0.02 -0.02 0.00
C 2.50928 3.18630 -0.25782 0.00 0.00 -0.01
C 3.98076 -0.08166 -2.34230 0.03 -0.10 -0.10
C 4.23673 0.57891 -3.54490 0.00 0.01 0.00
C 5.14553 0.04424 -4.43975 0.02 -0.03 0.02
C 5.80101 -1.14546 -4.13634 0.01 0.02 -0.04
C 5.54677 -1.80378 -2.94413 -0.02 0.02 0.04
C 4.63003 -1.27285 -2.04511 0.03 -0.03 -0.03
H 3.10996 2.39343 3.00842 0.00 -0.01 -0.01
H 5.13836 3.72130 3.48489 -0.01 -0.01 0.00
H 7.36126 2.85494 2.85150 -0.01 0.00 0.00
H 7.56888 0.65758 1.73680 -0.01 0.00 0.00
H 5.55997 -0.68358 1.27229 -0.02 0.00 0.01
H 3.41616 -2.81918 0.59043 -0.01 0.01 0.00
H 3.89052 -5.02372 1.60981 -0.01 0.00 0.00
H 3.76382 -5.29816 4.06085 0.00 0.01 0.00
H 3.20410 -3.36687 5.49943 0.00 0.00 -0.01
H 2.77491 -1.16246 4.49675 0.00 0.01 -0.02
H 5.45968 1.79386 -1.21387 -0.02 -0.01 0.00
H 6.27910 3.99402 -0.48570 -0.01 0.00 0.00
H 4.69651 5.68905 0.36551 0.00 -0.01 0.01
H 2.27873 5.16832 0.50792 0.00 -0.01 -0.01
H 1.44378 2.99469 -0.21708 0.00 -0.01 0.00
H 3.72770 1.50653 -3.78257 -0.01 -0.01 0.03
H 5.34548 0.55109 -5.37423 0.00 0.00 0.00
H 6.51065 -1.56087 -4.83989 0.00 0.00 0.01
H 6.05459 -2.73138 -2.71578 0.00 0.01 0.00
H 4.41146 -1.78659 -1.11730 -0.01 0.01 0.00
C -4.10102 -1.17643 1.43619 -0.06 0.04 -0.01
C -2.68378 -1.56141 1.78742 -0.07 0.03 0.06
O -1.77776 -0.47499 1.46468 0.21 -0.02 0.15
H -4.77345 -2.01141 1.63475 0.02 0.00 0.01
H -4.17962 -0.91450 0.38004 0.00 -0.02 0.01
H -4.44827 -0.32788 2.03106 0.02 0.00 0.00
H -2.35543 -2.41649 1.20899 0.03 -0.01 -0.06
H -2.57797 -1.80235 2.84639 0.02 0.03 0.01
H -2.19589 0.35454 1.72559 0.03 0.07 -0.06
Br -5.82487 5.14842 -1.96210 -0.06 0.07 -0.01
C -4.76149 3.59755 -1.87449 0.08 -0.07 0.02
C -5.22511 2.41258 -2.42768 0.00 -0.03 -0.01
C -4.43882 1.27056 -2.35894 -0.02 0.03 0.01
C -3.20571 1.30635 -1.72737 -0.05 -0.06 0.02
C -2.75018 2.50198 -1.18594 -0.05 0.24 0.06
C -3.52254 3.65751 -1.26176 -0.03 -0.04 -0.11
C -1.42906 2.62249 -0.52267 0.43 -0.72 0.19
O -0.76548 3.61283 -0.45300 -0.08 0.15 0.10
O -1.01106 1.44000 0.04787 -0.57 0.97 -0.52
H -6.19321 2.38602 -2.90860 0.01 0.00 0.00
H -4.79684 0.34962 -2.79962 0.00 0.00 0.00
H -2.60220 0.40993 -1.66797 0.01 0.01 0.02
H -3.15087 4.58276 -0.84452 0.01 0.00 0.00
Br -1.16540 -6.52756 -0.85317 -0.01 -0.07 0.00
C -0.80301 -4.69867 -0.57605 0.01 0.04 -0.01
C -1.08380 -3.78886 -1.58101 -0.01 0.05 0.01
C -0.80161 -2.44236 -1.37628 -0.07 -0.12 0.03
C -0.25529 -1.99669 -0.17304 0.09 -0.05 -0.25
C 0.01350 -2.94131 0.82538 0.03 -0.09 -0.09
C -0.25312 -4.28723 0.63010 0.01 0.02 0.02
H -1.50770 -4.12831 -2.51632 0.00 0.01 0.00
H -1.00902 -1.74953 -2.18424 0.03 0.01 0.00
H 0.43126 -2.64031 1.78148 0.02 0.01 -0.01
H -0.03921 -5.01060 1.40570 0.00 0.00 -0.01
```
Forces are in eV/Å.

HOMO energy: -11.01 eV
Energy relative to the best compared isomer or geometry (same formula, charge and spin): 108.4 kJ/mol
Total charge: +1
Frontier orbital gap: 7.8 eV
LUMO: -0.118 Eh

---

A structure of composition C35H37BN7Pd, computed with wB97M-V/def2-TZVPD.

XYZ file:
```
81
Properties=species:S:1:pos:R:3:forces:R:3
Pd 0.39481 0.42957 -1.63133 0.43 0.16 0.43
C 1.29015 3.01155 3.24010 0.03 0.06 0.05
C 0.97210 2.91048 1.78687 -0.06 -0.04 0.12
C 1.01470 3.90664 0.84277 -0.01 -0.04 0.09
C 0.70033 3.28466 -0.37503 -0.06 0.06 -0.28
N 0.46631 1.99665 -0.16972 -0.06 0.09 0.10
N 0.61653 1.75566 1.16473 0.14 -0.10 -0.32
B 0.66034 0.33759 1.71928 -0.16 0.07 0.32
N 1.63235 -0.59884 1.01331 -0.05 -0.02 -0.22
N 1.51198 -0.85414 -0.31805 -0.01 -0.12 0.07
C 2.48863 -1.67832 -0.66332 0.01 0.00 -0.26
C 3.28604 -1.95766 0.45594 -0.03 -0.04 0.09
C 2.72190 -1.25693 1.49644 -0.01 0.12 0.10
C 3.22014 -1.14545 2.90018 0.13 0.01 0.02
C 2.64328 -2.15144 -2.05378 0.06 -0.03 0.09
C 1.84955 -1.68157 -3.09620 -0.10 0.11 0.07
C 2.00383 -2.13358 -4.39340 0.06 -0.04 0.03
C 2.97743 -3.08328 -4.67402 -0.02 0.01 -0.02
C 3.78014 -3.56525 -3.65168 -0.02 0.03 0.03
C 3.61320 -3.10376 -2.35493 0.03 -0.03 0.00
N -0.87619 -0.29714 1.61166 -0.07 -0.01 -0.22
N -1.36902 -0.45934 0.20273 -0.10 -0.13 0.13
C -2.63929 0.17868 0.14653 0.03 -0.01 -0.21
C -2.93714 0.69834 1.39791 -0.13 0.07 0.18
C -1.95077 0.44419 2.30635 0.26 -0.10 -0.16
C -1.85306 0.78338 3.74427 -0.13 0.05 0.04
C -3.38792 0.14962 -1.09046 0.00 0.01 0.31
C -4.78469 0.22616 -1.04847 -0.10 0.02 -0.07
C -5.52712 0.16439 -2.21426 0.07 -0.01 0.06
C -4.88855 0.00894 -3.43788 0.00 0.00 -0.05
C -3.50264 -0.06023 -3.49123 0.00 0.03 0.06
C -2.75703 0.01366 -2.32742 0.01 0.15 -0.30
C 0.66910 3.87992 -1.72730 0.02 0.00 0.11
C 0.34398 3.13721 -2.85851 -0.09 -0.14 0.07
C 0.35934 3.68850 -4.12626 0.01 0.06 0.05
C 0.70124 5.02520 -4.28410 -0.01 -0.04 -0.01
C 1.01730 5.78661 -3.16924 0.00 0.00 0.02
C 1.00278 5.21989 -1.90372 0.01 0.03 -0.02
H 1.52628 4.04628 3.47997 0.00 0.00 -0.01
H 2.15433 2.40301 3.50840 -0.01 -0.03 -0.03
H 0.45786 2.71058 3.87328 -0.03 -0.01 -0.01
H 1.25602 4.93847 1.02496 0.01 0.01 -0.02
H 0.88056 0.36934 2.88938 0.03 0.02 -0.07
H 4.17585 -2.55955 0.50828 0.00 -0.02 0.00
H 4.28857 -0.93321 2.88467 0.01 -0.01 0.00
H 3.08160 -2.07658 3.45119 0.05 0.00 -0.04
H 2.72929 -0.34809 3.45129 0.00 0.00 -0.01
H 1.06771 -0.93326 -2.90642 0.03 -0.19 -0.21
H 1.37042 -1.74843 -5.18068 0.00 0.00 -0.01
H 3.10791 -3.44545 -5.68462 0.00 0.01 -0.01
H 4.54070 -4.30447 -3.86282 0.00 -0.01 0.00
H 4.24505 -3.49368 -1.56811 0.00 0.00 0.00
H -3.82914 1.25719 1.63888 -0.01 0.00 -0.03
H -2.54113 1.60028 3.95913 0.01 -0.01 0.02
H -0.85016 1.09125 4.02805 0.04 0.00 -0.01
H -2.13183 -0.05670 4.38642 -0.02 0.00 -0.02
H -5.28937 0.30826 -0.09435 0.00 0.00 0.01
H -6.60589 0.22147 -2.16723 -0.01 0.00 0.00
H -5.46829 -0.05006 -4.34895 -0.01 0.00 0.00
H -3.00004 -0.16108 -4.44384 -0.01 0.01 -0.01
H -1.66995 0.04257 -2.40609 -0.13 -0.24 0.12
H 0.03114 2.09223 -2.75388 -0.09 0.09 -0.17
H 0.09962 3.07987 -4.98167 0.00 0.02 -0.02
H 0.71656 5.46933 -5.27000 0.00 0.00 0.00
H 1.28059 6.82942 -3.28340 0.00 0.00 0.00
H 1.26032 5.82997 -1.04856 0.00 0.00 0.00
C -0.11923 -3.99324 2.02717 0.02 -0.07 0.02
C -0.81967 -2.80295 2.69194 0.02 0.13 -0.15
C -2.19931 -3.21732 3.22628 -0.01 0.01 0.00
C 0.03173 -2.25504 3.83362 0.05 -0.04 0.05
C -1.04375 -1.77623 1.62048 0.05 0.01 0.21
N -1.48995 -1.89488 0.43662 0.06 0.18 -0.11
H 0.00489 -4.79082 2.76064 0.01 0.00 0.00
H 0.86500 -3.70634 1.65122 0.00 0.01 0.01
H -0.70221 -4.38065 1.19253 -0.03 0.01 0.00
H -2.07083 -3.98460 3.98997 -0.01 -0.01 0.01
H -2.82699 -3.61698 2.43058 0.01 -0.01 -0.02
H -2.71646 -2.36917 3.67955 -0.01 -0.01 0.01
H 0.15795 -3.04427 4.57571 0.01 0.01 0.01
H -0.44025 -1.40907 4.33160 0.00 -0.01 0.01
H 1.02050 -1.94799 3.50003 -0.15 -0.06 -0.01
```
Forces are in eV/Å.

Multiplicity: 3
HOMO energy (spin up / spin down): -9.72 / -11.03 eV
Total charge: +1
Frontier orbital gap (spin up / spin down): 7.8 / 7.6 eV
LUMO (spin up / spin down): -0.071 / -0.126 Eh